Molecular formula: C32H38Br37NO5
Method: DFT, the ωB97M-V functional and the def2-TZVPD basis

frontier orbital gap: 8.597 eV
HOMO level: -9.1078 eV

Structure (XYZ):
```
113
Properties=species:S:1:pos:R:3:mulliken_charge:R:1
Br 7.0666 -10.9482 -4.6192 -0.0480
Br -5.3200 -2.9614 2.9927 0.0164
Br -5.7156 -2.5933 -2.2902 0.0007
Br -2.3644 -4.7048 11.4838 -0.0120
Br -8.0816 2.1169 0.4561 -0.0159
Br 7.6614 -4.0674 -1.6203 0.0722
Br 2.0736 9.4994 -3.8073 -0.0256
Br -4.5665 2.0847 6.9807 0.0173
Br -3.4965 -3.1284 8.9378 0.0352
Br -8.0673 -2.0891 1.6016 0.0097
Br -3.8836 0.3718 -1.0680 0.0142
Br 10.1226 -3.9122 -4.8986 -0.0331
Br -9.3688 3.9805 -1.8105 -0.0388
Br 5.6442 0.6862 2.4278 -0.0133
Br 8.7708 -6.6658 -3.9775 0.0581
Br 5.3009 -5.3806 -3.3487 0.0512
Br 9.3732 -6.1376 -7.0771 -0.0461
Br -6.7424 -4.9116 0.8735 0.0001
Br 3.2239 2.6920 3.0392 -0.0136
Br 6.4640 -2.5048 -4.1506 -0.0123
Br -1.8720 1.9303 5.2578 -0.0421
Br -6.9874 1.9698 -2.5475 -0.0228
Br 9.0310 -6.7161 1.1994 0.0168
Br -3.1841 -4.4834 -2.8285 -0.0597
Br -3.5138 -3.0119 -0.0024 0.0947
Br -4.7584 -5.9532 9.7609 -0.0066
Br 7.9771 -3.9510 2.4148 0.0141
Br -4.1444 1.5256 11.8347 -0.0106
Br 10.6973 -4.0184 0.7519 -0.0230
Br 3.0684 7.5061 -6.1078 -0.0194
Br -6.8893 2.3832 10.4218 -0.0266
Br 6.4802 -8.7102 -2.4011 -0.0166
Br 4.4464 0.8901 5.3896 -0.0125
Br -5.5322 -0.4315 9.7162 0.0603
Br -3.6063 -0.7193 5.7590 0.0604
Br 0.7471 9.6245 -6.7205 -0.0158
Br 4.9499 -8.6175 -5.2147 -0.0283
O 3.2922 -1.9508 -0.9614 -0.6530
O 1.5694 -0.7367 -1.8198 -0.0339
O -0.3654 5.5923 -3.8319 -0.4621
O -0.1045 2.4911 -6.6567 -0.5008
O -4.2336 4.4915 0.0846 -0.5414
N 0.8636 3.9566 -5.0417 -0.3973
C -0.3003 3.1479 -3.1787 0.6461
C 9.5273 -4.9988 1.9377 -0.4002
C 3.1486 0.2603 -0.0534 0.8152
C -0.4380 0.6790 -3.8459 -0.9068
C -0.7011 4.0459 -0.7411 -0.9429
C -7.7680 3.0946 -1.1831 -0.0644
C -3.0533 0.9949 6.4716 -0.3689
C -0.6310 2.8947 -1.7859 0.3988
C 6.0931 -3.7364 -2.7054 0.0488
C 3.8525 1.4202 -0.8796 -0.9511
C -3.9160 -4.3313 10.3923 -0.3297
C -4.0156 4.1273 -1.2887 0.1787
C 4.8095 1.8331 3.7418 -0.3331
C 6.5809 -9.1041 -4.2958 0.1654
C 9.9369 -5.8022 -5.2576 -0.3167
C -2.7288 1.1060 0.3904 0.4779
C -0.7384 0.3943 -2.4309 0.8730
C -5.8148 0.9136 11.0764 -0.3572
C -6.9966 -3.5667 2.2398 -0.4008
C -0.9160 -1.1158 -2.0723 -0.3019
C 1.5739 8.4967 -5.3847 0.1341
C 2.6750 -0.9169 -0.9870 -0.0527
C 0.1474 2.7705 -5.5313 -0.0474
C -0.8517 1.4783 -1.4243 0.7599
C 0.4719 -1.5793 -1.4157 -0.6860
C -1.1908 1.0471 0.0527 -1.2475
C -0.2224 2.0627 -4.1877 0.0039
C -3.1040 0.2392 1.6787 -0.8183
C 0.0000 4.4651 -3.9646 0.0654
C -4.4284 -3.8065 -1.5094 -0.2736
C -2.8662 4.9242 -2.0173 -0.5170
C -1.6221 5.2679 -1.1289 -0.8546
H -4.1770 5.4620 0.1086 0.3667
H -2.5463 -0.7261 1.5860 0.1694
H -4.6364 -3.8242 11.0259 0.3059
H 5.5198 2.6190 3.9748 0.3636
H -3.7956 3.0375 -1.3744 -0.3346
H 3.6593 1.3163 -1.9807 0.3306
H -3.0148 2.1675 0.5893 0.1719
H -6.3744 0.4433 11.8777 0.3426
H -2.0288 5.6718 -0.1558 0.5169
H -1.0462 -1.7651 -2.9724 0.5894
H 4.9599 1.4241 -0.6984 0.2930
H -0.9977 6.1068 -1.5388 0.3180
H -2.9234 0.7886 2.6315 -0.0429
H -4.9830 -4.6563 -1.1308 0.1751
H 1.7144 3.6283 -4.5687 0.3757
H 0.7053 -2.6370 -1.7315 0.3567
H -0.8571 -0.0098 0.2447 -0.2011
H -4.9699 4.3735 -1.8428 0.3081
H 0.3552 4.3293 -0.4829 0.4794
H -0.6292 1.6928 0.7863 0.7033
H 3.4798 2.4272 -0.5689 0.2417
H -2.4864 0.7949 7.3749 0.3434
H 3.8576 -0.1425 0.7089 -0.0244
H -7.5512 -4.0389 3.0433 0.3657
H -7.0427 3.8698 -0.9564 0.1132
H 5.3577 -3.2604 -2.0634 -0.0521
H 10.9201 -6.2456 -5.1420 0.3743
H -2.6369 4.3854 -2.9674 0.1218
H 7.3711 -8.4922 -4.7091 -0.1473
H 10.0817 -5.1928 2.8495 0.3530
H -0.3720 -0.1028 -4.6287 0.5057
H -4.1987 0.0076 1.5605 0.4081
H 2.2260 0.6734 0.4264 -0.0832
H -1.6842 -1.3028 -1.2910 -0.7314
H 0.4107 -1.6149 -0.2904 0.4205
H -3.3148 5.9151 -2.3265 0.3720
H 0.8293 7.7683 -5.0766 -0.0698
H -1.1244 3.5977 0.2029 0.1142
```